ORCA calculation (wB97M-V/def2-TZVPD) on a molecular structure, C7H15IrN6OS.

Computed properties:
Electronic energy (a.u.): -1181.03727
Highest occupied orbital energy (spin up / spin down) (eV): -19.61 / -19.60
Energy relative to the best compared isomer or geometry (same formula, charge and spin) (kcal per mole): 0.00
HOMO-LUMO gap (spin up / spin down) (eV): 8.29 / 6.40
Net charge: +3
2S+1: 2

Last column: Mulliken charge in e.
Element x y z (Å)
1 Ir 0.218 0.441 0.742  1.26
2 N -0.157 -1.154 2.079  -0.52
3 N 0.914 -2.093 2.161  -0.29
4 C 1.790 -2.168 1.155  0.87
5 N 2.669 -3.127 1.086  -0.32
6 S 1.815 -0.899 -0.057  -0.21
7 H -0.351 -0.839 3.031  0.40
8 H -0.983 -1.668 1.758  0.37
9 H 0.826 -2.823 2.861  0.27
10 H 2.726 -3.884 1.759  0.25
11 H 3.360 -3.140 0.342  0.24
12 N -0.158 2.985 -2.413  -0.31
13 C -0.363 2.169 -1.422  0.73
14 O 0.619 1.829 -0.668  -0.67
15 C -1.712 1.624 -1.079  -0.67
16 C -1.545 0.317 -0.298  -1.00
17 H 0.770 3.352 -2.595  0.28
18 H -0.905 3.270 -3.032  0.25
19 H -2.323 1.456 -1.968  0.49
20 H -2.222 2.382 -0.478  0.31
21 H -1.411 -0.537 -0.969  0.53
22 H -2.374 0.109 0.377  0.43
23 N -1.430 3.111 3.500  0.01
24 C -0.401 3.880 3.003  -0.52
25 C 0.211 3.126 2.062  -0.29
26 N -0.441 1.891 1.998  -0.29
27 C -1.439 1.934 2.894  -0.23
28 H -2.087 3.403 4.215  0.26
29 H -0.200 4.876 3.359  0.42
30 H 1.062 3.356 1.444  0.51
31 H -2.171 1.165 3.088  0.43